Formula: C38H109N5O14
Source: OMol25
Level of theory: wB97M-V/def2-TZVPD

```
166
Properties=species:S:1:pos:R:3:forces:R:3
C 0.374527 2.173901 12.022082 -0.41 0.76 -0.84
C 0.124267 3.073181 10.742382 -0.80 -0.44 0.88
C -1.341713 3.476171 10.630312 -1.19 -0.86 0.67
O -1.707013 4.294701 9.545712 0.99 -0.62 -1.24
C -3.029603 4.847341 9.524922 1.54 0.06 0.97
N 0.880117 4.309471 10.736672 0.51 0.28 -0.21
H 0.143777 2.657371 12.971352 -0.06 0.39 -0.08
H 1.416247 1.857281 12.073952 -0.04 0.02 -0.20
H -0.269983 1.295961 11.978302 0.10 -0.11 -0.13
H 0.313437 2.392191 9.912592 0.63 0.45 -0.41
H -1.558363 4.021171 11.549082 -0.40 -0.09 0.46
H -1.919853 2.555951 10.546352 -0.43 -0.17 0.43
H -3.317463 4.983901 8.482522 0.00 0.10 0.22
H -2.832783 5.772461 10.066702 -1.08 0.53 -0.23
H -3.755593 4.251481 10.078082 -0.03 -0.21 -0.12
H 0.718627 4.786021 11.612412 0.37 -0.32 0.81
H 0.317317 4.929491 10.171922 0.30 0.22 -0.97
C 5.579827 -6.728419 3.616202 -1.37 -0.45 0.64
C 7.052667 -6.653439 3.298822 -0.91 0.91 1.15
C 7.699307 -8.000079 3.121502 0.16 -0.96 1.08
O 7.301537 -8.922019 4.228422 0.33 1.43 -2.02
C 7.483497 -10.253989 3.840462 0.04 -0.82 0.71
N 7.212887 -5.794849 2.142542 0.43 -0.20 -1.25
H 5.163347 -5.724939 3.703852 0.14 0.16 0.09
H 5.292057 -7.265249 4.520142 0.44 0.02 0.24
H 4.960647 -7.213819 2.861822 0.31 -0.14 -0.54
H 7.505137 -6.134549 4.143882 0.31 -0.10 0.10
H 8.787167 -7.935049 3.143062 0.09 0.16 -0.04
H 7.431747 -8.391659 2.140082 -0.31 -0.40 0.00
H 8.517957 -10.589279 3.765992 0.47 0.45 -0.20
H 6.992997 -10.529199 2.906762 -0.26 0.18 -0.10
H 7.095967 -10.868169 4.653292 -0.34 0.00 -0.07
H 6.550597 -6.124929 1.455142 0.14 -0.55 -0.61
H 6.817447 -4.873239 2.262432 0.35 0.31 0.84
C -8.882893 -4.334969 1.259372 0.82 0.19 -0.25
C -7.715593 -5.255059 0.878352 -0.20 0.09 -0.19
C -6.403593 -5.033669 1.687162 -0.58 -1.66 -0.90
O -5.366923 -5.630659 0.859242 -0.10 0.67 0.59
C -4.041893 -5.184549 1.160072 -0.99 0.59 -0.41
N -8.175743 -6.652859 0.854562 0.25 0.70 0.32
H -8.460373 -3.332909 1.185562 -0.38 0.30 0.16
H -9.301123 -4.471269 2.256682 0.14 -0.18 0.07
H -9.681043 -4.427589 0.522842 0.03 -0.08 0.10
H -7.471403 -5.003549 -0.153738 0.16 0.08 -0.07
H -6.466363 -5.666449 2.572462 -0.02 0.12 0.45
H -6.269733 -4.003529 2.017292 0.44 0.21 -0.50
H -3.974243 -4.922039 2.215822 0.42 -0.40 0.15
H -3.876923 -4.264189 0.599882 0.23 0.22 -0.05
H -3.315953 -5.914319 0.801532 -0.15 -0.14 0.39
H -7.399053 -7.244019 0.594992 0.15 -0.18 -0.07
H -8.381493 -6.852809 1.822972 -0.23 -0.53 0.20
C -0.989663 0.778301 -1.756408 -1.33 -0.54 0.25
C 0.114177 1.600821 -1.138588 -1.23 -1.04 0.02
C 0.593677 1.037941 0.165052 0.25 1.23 1.63
O -0.401793 1.125941 1.200592 -0.04 -0.64 0.19
C -0.046683 0.654951 2.528052 0.22 1.29 -0.83
N 1.212607 1.577321 -2.051688 1.17 0.68 -0.57
H -1.382783 1.204161 -2.679548 0.17 0.07 -0.12
H -1.858763 0.556581 -1.137058 -0.06 0.47 0.38
H -0.613123 -0.223329 -1.963888 0.32 -0.02 -0.28
H -0.130703 2.648081 -0.961398 -0.44 -0.03 -0.02
H 1.353497 1.792141 0.369852 0.72 -0.39 0.68
H 1.053937 0.051821 0.103052 -0.15 -0.24 -0.16
H 0.973717 0.945671 2.777802 0.43 -0.49 -0.29
H -0.245373 -0.403749 2.694652 0.12 -0.03 -0.23
H -0.592423 1.259701 3.252302 -0.59 -0.19 -0.23
H 0.815567 1.834321 -2.944108 0.39 0.07 -0.35
H 1.565157 0.636731 -2.157028 0.05 -0.20 -0.06
C -13.795953 4.494451 -1.337578 0.61 0.61 0.65
C -13.120123 3.865511 -2.542068 -1.04 -0.34 -0.45
C -11.928043 2.976501 -2.248758 0.96 0.01 -0.99
O -10.891493 3.796411 -1.720218 0.16 0.33 0.37
C -9.606433 3.200031 -1.861418 -0.66 -0.32 0.80
N -14.231553 3.181341 -3.223098 0.11 -0.50 0.10
H -14.550863 3.884341 -0.841628 0.31 -0.55 -0.18
H -14.347353 5.387141 -1.632828 0.20 0.22 -0.08
H -13.033193 4.768451 -0.608738 -0.14 0.24 0.11
H -12.766493 4.638731 -3.224108 0.45 0.36 0.33
H -11.491463 2.578591 -3.164818 -0.43 0.05 -0.81
H -12.112763 2.038461 -1.725248 -0.33 0.26 1.00
H -8.846733 3.724221 -1.281598 -0.35 0.37 0.03
H -9.257193 3.149971 -2.892738 -0.23 -0.14 -0.21
H -9.714793 2.217171 -1.402788 0.53 -0.44 -0.31
H -14.020423 2.866051 -4.159108 0.25 0.04 -0.15
H -14.936833 3.899731 -3.304308 -0.38 -0.20 -0.20
C 6.809467 6.573361 -9.811168 -0.19 -0.17 0.47
C 6.244917 6.228891 -8.428498 -0.66 0.33 0.17
O 7.276057 6.251731 -7.458068 0.64 0.17 -0.15
H 6.096897 6.384121 -10.613998 -0.09 -0.31 0.12
H 7.727347 6.012761 -9.988148 -0.03 0.07 -0.10
H 7.000637 7.644741 -9.872018 0.32 -0.04 0.18
H 5.678637 5.302391 -8.333578 0.30 -0.46 -0.61
H 5.488707 6.971911 -8.175158 -0.07 0.40 0.04
H 7.022227 5.788021 -6.656728 -0.21 0.01 -0.11
C 7.218097 0.786541 7.698102 -1.69 -0.58 -0.80
C 8.245917 1.257461 8.606592 1.43 1.27 -0.33
O 9.093627 0.172241 8.896882 0.36 -0.15 0.67
H 6.645547 0.076171 8.294482 -0.52 -0.36 -0.60
H 7.698227 0.317901 6.839052 -0.14 -0.27 0.11
H 6.558307 1.558371 7.301802 -0.10 0.11 0.24
H 7.853857 1.718561 9.513102 0.01 0.15 0.06
H 8.832887 1.975251 8.033572 0.39 0.28 0.53
H 8.548727 -0.396229 9.445992 0.26 -0.45 0.12
C -2.590583 4.896681 -7.928138 -0.99 -0.21 0.13
C -1.354863 4.862231 -8.776028 0.03 0.05 0.85
O -0.612203 3.709161 -8.430028 0.50 -0.36 -0.45
H -2.404863 4.909631 -6.854158 0.43 0.63 -0.05
H -3.167153 3.974051 -7.994708 -0.11 -0.10 -0.62
H -3.220813 5.723841 -8.254808 -0.17 0.09 0.35
H -0.744853 5.727671 -8.517188 0.15 0.06 -0.27
H -1.596093 4.887301 -9.838708 0.03 0.05 -0.07
H -0.828113 3.042541 -9.086228 0.13 -0.21 0.14
C -1.535773 -4.888869 9.184862 -0.84 -0.48 -1.56
C -3.028313 -4.682469 8.929872 -0.26 0.92 0.84
O -3.476323 -3.944439 10.061892 -0.19 0.02 1.07
H -1.192443 -5.439409 8.309002 0.49 0.04 -0.11
H -1.356773 -5.554679 10.029112 -0.06 0.49 0.23
H -1.045473 -3.915979 9.219482 0.13 -0.27 0.34
H -3.578763 -5.617249 8.823642 0.07 -0.24 0.13
H -3.304773 -4.059109 8.079532 0.70 -0.23 -0.58
H -4.249383 -3.395119 9.912772 -0.03 -0.26 -0.37
C 3.642767 -6.740419 -3.616148 -0.78 -1.19 -0.72
C 3.211577 -5.313209 -3.750418 -0.42 -0.80 -0.96
O 4.289107 -4.503039 -3.507078 1.36 1.83 1.13
H 2.856957 -7.379559 -4.018758 -0.29 -0.22 0.22
H 3.872497 -7.086049 -2.608248 0.15 0.30 -0.04
H 4.459577 -6.941919 -4.309198 0.40 0.10 0.28
H 2.351157 -5.080409 -3.123058 0.24 0.26 0.19
H 2.952387 -5.103759 -4.788238 -0.81 -0.39 -0.19
H 4.898587 -4.617629 -4.239878 0.15 0.12 0.09
C 8.676757 3.780491 0.837132 -0.19 0.29 -0.16
C 7.338927 4.306231 0.250932 1.63 -0.19 1.75
O 7.203147 3.853021 -1.050578 -0.64 -0.47 -0.81
H 8.921987 4.353891 1.731102 0.13 0.09 -0.02
H 9.475267 3.886211 0.102762 0.00 0.32 -0.02
H 8.712067 2.729661 1.124562 -0.55 -0.09 -0.10
H 7.376077 5.394751 0.293802 -0.05 0.22 -0.13
H 6.546717 3.993331 0.931072 -0.34 -0.14 -0.20
H 6.272037 3.662621 -1.186218 0.01 -0.03 -0.32
C -5.336923 -3.484859 -9.125078 -1.37 0.25 -0.09
C -5.350733 -4.633769 -10.116258 0.88 0.57 1.00
O -4.522713 -4.261599 -11.187318 0.22 -0.12 -0.93
H -4.378113 -3.314909 -8.635278 -0.01 -0.16 -0.23
H -6.107703 -3.653849 -8.373118 0.17 -0.20 0.33
H -5.682853 -2.575019 -9.615588 0.34 0.16 -0.15
H -6.326103 -4.885459 -10.532678 -0.29 -0.02 0.59
H -4.875163 -5.462449 -9.591638 -0.41 -0.61 -0.09
H -4.770553 -4.884049 -11.874868 0.47 0.15 -0.44
C 5.830537 -1.146099 -9.045148 0.62 0.79 0.33
C 7.202767 -1.502459 -8.464978 -0.83 0.40 -1.14
O 7.041577 -2.815769 -7.983198 0.85 -0.57 0.66
H 5.763257 -0.088779 -9.301368 -0.06 0.07 -0.14
H 5.074967 -1.363979 -8.290328 -0.09 -0.10 -0.22
H 5.703757 -1.740789 -9.949788 -0.35 0.00 0.10
H 7.590967 -0.809879 -7.718158 -0.41 -0.29 0.47
H 7.929447 -1.432359 -9.274368 0.25 -0.27 -0.09
H 7.275447 -3.426619 -8.685878 0.01 -0.04 0.05
C 1.098917 9.017981 -3.135038 0.76 -0.63 -0.44
C 2.119997 9.223951 -2.015298 -0.61 0.29 -0.26
O 2.274727 10.626281 -1.806988 0.37 -0.20 0.29
H 0.123367 9.490951 -3.022298 0.15 0.12 0.40
H 0.934527 7.960091 -3.339878 -0.08 -0.14 0.14
H 1.573477 9.411791 -4.033818 -0.23 0.18 -0.12
H 3.092107 8.823621 -2.303108 0.01 0.20 -0.21
H 1.875227 8.698261 -1.092358 -0.32 0.08 0.18
H 1.449997 10.950291 -1.437618 -0.04 0.09 0.02
```
Forces are in eV/Å.

Output
HOMO energy in eV: -9.4
Energy in Eh: -2839.974204
Relative energy (zero: lowest compared OMol25 entry of this formula, charge and spin) in kcal/mol: 124.1